1.
Molecular formula: C22H33N3O3
Method: DFT, ωB97M-V/def2-TZVPD

Properties
* E_HOMO: -8.347 eV
* E_tot: -1248.13438 Eh
* LUMO energy: 0.0237 hartree
* SMILES: COc1ccc(CN2C[C@H](C(=O)NCCCN3CCCCCC3)CC2=O)cc1
* ΔE to the lowest compared entry with this formula, charge and spin: 58.2 kJ/mol

Element x y z (Å)
C  2.65991  1.72868  -7.20215
O  2.48916  0.39238  -6.80008
C  1.49648  0.09957  -5.91457
C  0.61311  1.02459  -5.37197
C  -0.35889  0.60673  -4.47666
C  -0.47667  -0.72410  -4.11517
C  -1.50303  -1.18389  -3.11237
N  -0.87539  -1.61007  -1.88333
C  -0.12521  -0.68600  -1.06723
C  0.19008  -1.49499  0.20025
C  1.53602  -1.08762  0.79620
O  2.57223  -1.19391  0.16964
N  1.46919  -0.63177  2.05687
C  2.62019  -0.12647  2.76934
C  2.30887  1.23288  3.39379
C  1.19308  1.13810  4.43991
N  -0.09865  0.81420  3.83682
C  -0.95001  0.05286  4.73617
C  -2.21029  -0.49965  4.06884
C  -3.28304  0.55890  3.81595
C  -3.11878  1.32047  2.49802
C  -1.67113  1.64547  2.11822
C  -0.75588  1.99678  3.29319
C  0.20796  -2.93406  -0.32220
C  -0.68994  -2.90558  -1.54903
O  -1.16680  -3.85702  -2.12648
C  0.41306  -1.64610  -4.66022
C  1.38593  -1.24354  -5.54675
H  3.49947  1.72312  -7.89560
H  1.77132  2.11210  -7.71471
H  2.89801  2.37753  -6.35277
H  0.67000  2.06994  -5.63233
H  -1.03776  1.33852  -4.06103
H  -2.04722  -2.05337  -3.49272
H  -2.21299  -0.37904  -2.89149
H  0.80573  -0.38798  -1.56812
H  -0.71835  0.21056  -0.86288
H  -0.60961  -1.37445  0.93576
H  0.58872  -0.41541  2.52131
H  2.90387  -0.83725  3.55542
H  3.44586  -0.05297  2.05671
H  2.02905  1.93114  2.60403
H  3.20865  1.61375  3.87866
H  1.45477  0.34430  5.14383
H  1.13987  2.07878  5.01087
H  -0.35939  -0.79365  5.09980
H  -1.24865  0.65471  5.61317
H  -1.94712  -1.00172  3.13734
H  -2.61949  -1.25477  4.74351
H  -3.28114  1.26117  4.65252
H  -4.26479  0.08091  3.80793
H  -3.69023  2.24856  2.56990
H  -3.55757  0.73484  1.68706
H  -1.22292  0.80003  1.59527
H  -1.68436  2.48344  1.41821
H  0.02565  2.66524  2.92723
H  -1.31571  2.53990  4.06980
H  1.21654  -3.19743  -0.65197
H  -0.12438  -3.67178  0.40527
H  0.33331  -2.68589  -4.38004
H  2.07932  -1.94967  -5.97488

Force components x, y, z for each atom (eV/Å):
C 0.0172 0.2134 -0.0568
O -0.0804 -0.3059 0.1294
C -0.0993 -0.0478 0.0867
C 0.3030 0.1768 -0.2767
C -0.0882 -0.2912 0.0771
C -0.1623 0.2068 0.0327
C -0.0293 -0.1639 -0.0891
N -0.1689 0.3732 0.0380
C 0.2131 0.2249 0.0219
C 0.2836 -0.0095 -0.1643
C -0.5112 -0.1298 0.1091
O 0.2820 -0.0718 -0.3222
N -0.0361 0.0631 0.3043
C 0.2568 0.1505 -0.0793
C -0.1330 -0.2983 0.1792
C 0.2635 0.2420 -0.0592
N -0.1118 -0.0216 0.3388
C -0.0626 -0.2704 -0.0467
C -0.0638 0.2252 0.3097
C -0.0304 -0.1069 -0.2031
C 0.0388 -0.0089 0.0660
C -0.1495 0.2056 0.1228
C 0.0307 -0.0121 -0.4279
C 0.0102 -0.0195 0.0410
C -0.0163 -0.1784 0.4404
O -0.0319 -0.3684 -0.2543
C 0.0307 0.1185 -0.0623
C 0.0968 0.1091 -0.0902
H -0.0656 0.0527 0.0437
H 0.0304 -0.0091 0.0351
H -0.0257 -0.0222 -0.0315
H 0.0460 0.0779 -0.0500
H -0.0753 0.0619 0.0539
H -0.0224 0.1449 0.0667
H 0.0254 -0.0816 -0.0584
H -0.0967 0.0311 0.0811
H 0.0398 -0.0110 0.0209
H 0.0087 0.0226 -0.0362
H -0.0271 -0.0761 -0.3024
H 0.0917 0.0672 -0.0420
H -0.0685 -0.0514 0.1366
H 0.0461 0.0918 -0.0330
H 0.0319 0.0604 -0.0131
H -0.0264 0.0292 0.0304
H -0.0388 -0.0866 0.0565
H -0.0084 0.0918 0.0403
H 0.0288 -0.0396 0.0065
H 0.0477 -0.1426 -0.0647
H 0.0317 -0.0470 -0.0393
H -0.0481 -0.0054 0.0559
H -0.0219 0.0616 0.0761
H -0.0493 -0.0083 -0.0845
H -0.0768 0.0437 -0.0190
H 0.0613 0.0114 -0.0644
H 0.0372 -0.0338 -0.0691
H -0.0409 0.0038 0.0778
H 0.0753 0.0420 0.0621
H -0.0189 -0.0002 0.0000
H -0.0302 -0.0298 -0.0734
H 0.0020 -0.1579 0.0272
H 0.0860 -0.0960 -0.0549

***

2.
Molecular formula: C22H33N3O4
Method: DFT, ωB97M-V/def2-TZVPD

Properties
* E_HOMO: -8.413 eV
* E_tot: -1323.37367 Eh
* LUMO energy: 0.0289 hartree
* SMILES: COc1ccc(C(=O)N[C@H]2CCCCNC2=O)cc1OC1CCN(C(C)C)CC1
* ΔE to the lowest compared entry with this formula, charge and spin: 92.7 kJ/mol

Element x y z (Å)
C  -3.39127  -3.76116  -1.05948
O  -2.40728  -4.07996  -0.09915
C  -1.30430  -3.30259  0.05158
C  -0.27110  -3.90341  0.77863
C  0.92363  -3.26056  0.99736
C  1.14944  -1.99540  0.45904
C  2.46291  -1.34358  0.71534
O  3.16589  -1.63844  1.66707
N  2.84480  -0.42464  -0.20086
C  3.98844  0.42946  0.00413
C  5.20336  -0.06308  -0.80468
C  6.53764  0.40510  -0.23195
C  6.73893  1.91771  -0.29351
C  5.71580  2.69158  0.54394
N  4.43832  2.82603  -0.11815
C  3.58612  1.83488  -0.42962
O  2.55454  2.04300  -1.04160
C  0.12075  -1.37919  -0.23977
C  -1.11018  -1.99700  -0.42725
O  -2.09428  -1.30092  -1.11097
C  -2.92688  -0.47012  -0.30402
C  -4.03502  0.06073  -1.20846
C  -4.95471  0.98958  -0.42000
N  -4.18400  2.09822  0.10210
C  -4.94798  3.25045  0.55903
C  -5.56377  3.98161  -0.63551
C  -6.02204  2.93874  1.61051
C  -3.19110  1.61905  1.03921
C  -2.19151  0.71786  0.31690
H  -2.94661  -3.43170  -1.99974
H  -3.94906  -4.68471  -1.21835
H  -4.07539  -2.99079  -0.69465
H  -0.44904  -4.89606  1.16166
H  1.70922  -3.72792  1.57050
H  2.20884  -0.10868  -0.91992
H  4.23013  0.39776  1.07354
H  5.18080  -1.15417  -0.78534
H  5.10241  0.25696  -1.84440
H  7.34310  -0.07675  -0.79009
H  6.61235  0.07404  0.80620
H  7.73760  2.15274  0.07890
H  6.67835  2.25800  -1.32938
H  6.08600  3.69986  0.73689
H  5.58064  2.19110  1.50865
H  4.18105  3.73686  -0.47023
H  0.23068  -0.38254  -0.64017
H  -3.36380  -1.07636  0.50939
H  -3.57148  0.61194  -2.02637
H  -4.60538  -0.76764  -1.63129
H  -5.72890  1.37373  -1.08406
H  -5.44196  0.40888  0.38547
H  -4.21199  3.92506  1.01370
H  -4.82269  4.08604  -1.42275
H  -6.42205  3.44463  -1.03109
H  -5.89593  4.97068  -0.33077
H  -6.46359  3.86457  1.97000
H  -6.81204  2.32440  1.18499
H  -5.58840  2.41414  2.45897
H  -2.66140  2.47668  1.46023
H  -3.64401  1.05189  1.87455
H  -1.43462  0.37323  1.02408
H  -1.70489  1.28678  -0.47622

Force components x, y, z for each atom (eV/Å):
C -0.2875 -0.0074 -0.3332
O 0.2432 0.1391 0.2862
C 0.1159 0.0544 -0.0111
C -0.1446 0.0851 -0.0837
C 0.0659 0.1208 -0.0651
C -0.3184 -0.1176 0.1073
C 0.0708 0.0451 -0.1886
O 0.1195 -0.1323 0.2137
N -0.0622 0.3794 -0.2700
C -0.0686 -0.2881 -0.0723
C 0.1523 -0.0352 0.3224
C -0.0347 0.1817 -0.3110
C 0.0262 -0.0957 0.3054
C 0.3626 -0.2105 -0.1082
N -0.0113 0.5401 -0.0282
C -0.0354 -0.1368 0.2208
O -0.2901 -0.0258 -0.2409
C 0.1116 -0.2096 0.0395
C -0.1906 0.0195 -0.0493
O 0.3092 -0.2632 -0.0044
C -0.2811 0.4269 0.1028
C 0.0446 -0.2311 0.2806
C 0.0930 -0.0539 -0.2243
N 0.1166 -0.0307 0.0357
C -0.2459 0.2092 -0.0389
C 0.1953 -0.0697 0.2571
C 0.3590 0.0395 -0.1482
C 0.1991 -0.0451 -0.0533
C -0.1153 -0.2559 0.1618
H -0.0520 -0.0440 0.0627
H 0.0204 0.0839 0.0047
H 0.0560 -0.0172 -0.0364
H -0.0160 -0.1161 0.0245
H 0.0620 -0.0421 0.0544
H 0.0100 -0.0608 0.1317
H -0.0083 0.0534 -0.1249
H -0.0714 0.0474 -0.0251
H -0.0301 -0.0506 -0.0732
H 0.0222 -0.0438 0.0725
H 0.0474 -0.0572 0.0545
H 0.0506 0.0378 -0.0259
H 0.0476 0.0795 -0.0227
H -0.0955 -0.0818 0.0476
H 0.0691 0.1236 0.0245
H -0.0651 -0.1426 0.0041
H -0.0245 0.1116 -0.0494
H 0.0376 0.0328 -0.1215
H -0.0007 0.0275 -0.0685
H -0.0013 -0.0499 -0.0162
H -0.0658 -0.0510 0.0484
H -0.0626 0.0673 -0.0496
H -0.0605 -0.0676 -0.0443
H 0.0593 0.0454 -0.1029
H -0.1319 -0.0421 -0.0700
H -0.1061 0.1063 -0.0024
H -0.0954 0.0748 0.0685
H -0.1181 -0.0704 -0.0224
H -0.0253 -0.0663 0.1348
H -0.0484 -0.0439 0.0424
H 0.0204 0.0771 0.0223
H 0.0128 0.0246 -0.0183
H 0.0644 0.0222 -0.0266